1.
The following is a quantum chemistry calculation of a molecular structure, C31H58Br16FO6P at a distorted geometry, from the Open Molecules 2025 dataset.

The geometry in ORCA input format:
```
! RIJCOSX wB97M-V def2-TZVPD def2/J DEFGRID3
* xyz 0 1
C 8.50 1.27 2.31
C 7.43 0.74 1.20
C 6.92 -0.73 1.62
C 5.52 -0.69 2.45
C 4.17 -0.51 1.56
C 2.97 -1.38 2.21
C 1.51 -0.61 2.24
C 0.69 -0.92 0.85
C -0.47 0.17 0.56
P 0.43 1.82 0.18
O 0.07 2.86 1.28
C -1.23 -0.31 -0.80
C -0.34 -0.70 -2.08
O -1.14 -0.47 -3.31
O -0.90 0.82 -3.68
O -1.95 -1.50 -0.29
C -2.57 -1.09 0.93
O -3.58 -1.59 1.46
C -1.78 0.20 1.49
F -2.50 1.39 1.04
C -1.65 0.42 3.06
C -2.23 1.88 3.48
O -3.46 1.97 3.79
H 8.19 0.89 3.34
H 9.54 0.85 2.08
H 8.52 2.42 2.35
H 6.58 1.47 1.03
H 8.03 0.61 0.22
H 6.86 -1.40 0.69
H 7.71 -1.16 2.34
H 5.59 0.15 3.23
H 5.41 -1.69 3.01
H 3.88 0.61 1.50
H 4.38 -0.80 0.46
H 2.80 -2.28 1.49
H 3.24 -1.78 3.25
H 1.76 0.50 2.38
H 0.94 -1.03 3.14
H 0.28 -2.01 0.90
H 1.48 -0.96 0.00
H 0.01 2.26 -1.13
H 1.85 1.60 0.24
H -1.98 0.44 -1.20
H 0.69 -0.22 -2.12
H -0.17 -1.84 -2.04
H 0.01 0.79 -4.11
H -0.63 0.21 3.51
H -2.38 -0.33 3.56
H -1.56 2.80 3.55
Br -2.09 -6.71 -2.12
C -1.86 -4.78 -2.30
C -0.46 -4.43 -2.73
Br 0.80 -4.58 -1.25
H -2.13 -4.34 -1.34
H -2.58 -4.47 -3.05
H -0.40 -3.39 -3.05
H -0.08 -5.07 -3.53
Br -1.53 3.92 6.77
C -3.25 3.28 7.40
C -4.21 4.42 7.63
Br -3.81 5.37 9.28
H -3.06 2.69 8.30
H -3.62 2.62 6.61
H -5.23 4.05 7.76
H -4.20 5.16 6.83
Br 2.12 2.05 -1.79
C 3.07 1.95 -3.50
C 3.77 0.63 -3.67
Br 5.40 0.55 -2.63
H 3.74 2.81 -3.54
H 2.30 2.06 -4.26
H 4.09 0.49 -4.71
H 3.16 -0.23 -3.37
Br -2.54 1.49 -3.06
C -3.91 2.88 -3.00
C -3.68 3.92 -4.07
Br -2.23 5.13 -3.56
H -3.91 3.29 -1.99
H -4.86 2.36 -3.18
H -4.55 4.56 -4.18
H -3.41 3.50 -5.03
Br 0.03 8.00 8.00
C -1.23 9.46 7.70
C -2.66 8.99 7.81
Br -3.21 8.01 6.22
H -0.99 9.89 6.72
H -1.01 10.19 8.47
H -3.34 9.83 7.87
H -2.83 8.33 8.66
Br -2.18 -8.33 -5.87
C -3.60 -7.00 -5.88
C -3.39 -5.98 -6.97
Br -1.99 -4.71 -6.47
H -3.62 -6.56 -4.88
H -4.52 -7.56 -6.05
H -4.29 -5.38 -7.11
H -3.09 -6.42 -7.92
Br -7.59 0.99 -4.98
C -7.42 -0.42 -3.65
C -6.24 -1.31 -3.95
Br -6.62 -2.56 -5.40
H -8.37 -0.95 -3.63
H -7.28 0.10 -2.70
H -6.01 -1.95 -3.09
H -5.35 -0.76 -4.23
Br 7.20 -5.98 -2.88
C 5.48 -6.68 -2.29
C 4.44 -5.59 -2.21
Br 4.69 -4.49 -0.62
H 5.65 -7.18 -1.34
H 5.20 -7.42 -3.05
H 3.44 -6.01 -2.11
H 4.45 -4.91 -3.07
*
```

## Properties
Electronic energy, a.u.: -43292.458298

2.
The following is a quantum chemistry calculation of 4 unconnected molecules or ions with the total composition C31H58N2O2 at a distorted geometry, from the Open Molecules 2025 dataset.

The geometry in ORCA input format:
```
! RIJCOSX wB97M-V def2-TZVPD def2/J DEFGRID3
* xyz 0 1
N -1.62 -2.29 3.17
C -1.91 -2.03 1.75
C -2.89 -3.10 1.23
C -2.36 -3.94 0.05
C -2.21 -5.42 0.37
C -1.11 -5.78 1.37
C 0.24 -5.27 0.91
C 0.79 -4.13 1.51
C 2.02 -3.62 1.09
C 2.67 -4.26 0.05
C 2.12 -5.38 -0.56
C 0.92 -5.92 -0.14
C 3.05 -5.80 -1.66
O 3.07 -6.85 -2.22
N 3.94 -4.71 -1.88
C 3.95 -3.95 -0.65
O 4.84 -3.27 -0.26
H -1.08 -1.54 3.59
H -2.49 -2.42 3.68
H -2.40 -1.05 1.67
H -0.98 -1.99 1.18
H -3.12 -3.77 2.06
H -3.79 -2.59 0.92
H -3.09 -3.87 -0.75
H -1.45 -3.51 -0.36
H -3.16 -5.83 0.69
H -1.96 -5.93 -0.57
H -1.32 -5.42 2.37
H -1.02 -6.86 1.43
H 0.22 -3.67 2.31
H 2.45 -2.74 1.55
H 0.52 -6.81 -0.61
H 3.71 -4.08 -2.64
C -0.89 2.66 2.78
C -2.17 2.96 3.56
C -3.39 2.19 3.06
C -3.79 2.48 1.61
C -4.10 3.95 1.33
C -5.27 4.50 2.13
H -0.98 2.95 1.73
H -0.05 3.21 3.19
H -0.66 1.60 2.82
H -2.37 4.04 3.53
H -2.01 2.71 4.61
H -4.23 2.39 3.72
H -3.18 1.11 3.15
H -4.68 1.88 1.37
H -3.01 2.14 0.93
H -4.32 4.06 0.26
H -3.21 4.56 1.51
H -6.18 3.93 1.94
H -5.46 5.54 1.86
H -5.07 4.47 3.21
C 5.24 -6.08 -4.63
C 6.33 -5.93 -5.68
C 6.55 -4.48 -6.13
C 5.35 -3.83 -6.80
C 4.82 -4.56 -8.03
C 5.83 -4.65 -9.17
H 4.26 -5.77 -5.01
H 5.14 -7.12 -4.31
H 5.47 -5.48 -3.75
H 6.10 -6.56 -6.54
H 7.27 -6.31 -5.27
H 7.41 -4.45 -6.81
H 6.84 -3.88 -5.26
H 5.62 -2.81 -7.08
H 4.53 -3.73 -6.07
H 3.93 -4.03 -8.39
H 4.48 -5.56 -7.76
H 6.16 -3.65 -9.48
H 5.40 -5.14 -10.04
H 6.72 -5.22 -8.88
C -3.40 9.73 5.19
C -2.74 10.09 3.86
C -3.15 9.17 2.71
C -2.76 7.71 2.89
C -1.27 7.45 3.11
C -0.40 7.88 1.93
H -3.11 8.73 5.52
H -3.12 10.44 5.97
H -4.49 9.75 5.10
H -1.66 10.10 3.98
H -3.02 11.12 3.60
H -2.71 9.55 1.78
H -4.23 9.23 2.57
H -3.09 7.15 2.01
H -3.31 7.28 3.74
H -1.12 6.38 3.28
H -0.92 7.95 4.02
H -0.70 7.37 1.02
H 0.65 7.64 2.11
H -0.46 8.95 1.75
*
```

## Properties
ΔE to the lowest compared entry with this formula, charge and spin, kJ/mol: 0.0
Structure (SMILES): NCCCCCc1ccc2c(c1)C(=O)NC2=O.CCCCCC.CCCCCC.CCCCCC
Electronic energy, a.u.: -1476.000746